No. 1
Formula: C2H5NO2
Source: the OMol25 dataset
Level of theory: wB97M-V/def2-TZVPD

Computed properties:
Energy above the lowest of the compared OMol25 structures with the same formula, charge and spin: 1.828 eV
Energy: -284.400191 Ha
Structure (SMILES): NC=O.C=O
Multiplicity: 1
LUMO level: 0.7 eV
Molar mass: 75.1 g/mol
Frontier orbital gap: 10.68 eV

CARTESIAN COORDINATES (ANGSTROEM)
H: -0.85 -1.43 -2.25
N: 0.48 1.52 1.18
C: 0.17 -1.65 -1.97
H: -0.72 0.77 2.54
O: 0.98 -0.96 -1.35
H: 1.20 1.10 1.78
C: -0.75 0.95 1.46
H: 0.78 1.78 0.22
H: 0.37 -2.78 -2.25
O: -1.65 0.70 0.64

No. 2
Formula: C3H24O9
Source: the OMol25 dataset
Level of theory: wB97M-V/def2-TZVPD

Computed properties:
Energy above the lowest of the compared OMol25 structures with the same formula, charge and spin: 3.960 eV
Energy: -805.727794 Ha
Structure (SMILES): CC(C)O.O.O.O.O.O.O.O.O
Multiplicity: 1
LUMO level: 0.0 eV
Molar mass: 204.2 g/mol
Frontier orbital gap: 10.69 eV

CARTESIAN COORDINATES (ANGSTROEM)
H: -2.75 1.77 -1.51
H: -0.52 -2.45 -2.07
H: -2.81 1.26 2.20
H: -1.51 1.01 -1.95
H: 1.71 1.97 -0.93
O: -0.81 -1.98 2.63
H: 4.14 0.32 1.22
H: 2.03 -2.56 -2.42
H: -0.09 2.99 1.33
H: 3.28 -0.31 -0.29
C: 2.00 0.71 1.02
O: 1.27 -2.19 -2.00
H: 3.42 1.24 -0.21
H: -1.75 1.66 1.10
H: 1.66 -1.82 -1.29
H: 0.35 2.03 -0.08
H: -0.47 -1.11 2.89
H: -0.66 -1.45 0.62
C: 1.19 1.30 -0.22
O: -1.87 1.31 1.97
O: -0.62 0.17 -3.36
H: -1.56 -2.00 1.87
O: 1.23 -0.13 1.90
H: -0.92 -0.83 -3.61
H: 0.91 0.50 -0.83
H: 1.95 1.65 1.83
H: -1.97 -2.53 -2.06
O: -0.08 3.51 2.16
O: -2.00 1.33 -1.24
O: -1.29 -2.75 -2.60
H: -0.23 2.98 2.96
H: -1.46 -0.51 -0.25
O: -1.26 -1.40 -0.05
C: 3.31 0.37 0.46
H: 0.33 -0.07 -2.84
H: 1.27 -0.94 1.47

No. 3
Formula: C15H15N3O4S3
Source: the OMol25 dataset
Level of theory: wB97M-V/def2-TZVPD

Computed properties:
Energy above the lowest of the compared OMol25 structures with the same formula, charge and spin: 0.000 eV
Energy: -2240.397137 Ha
Structure (SMILES): Cc1ccc(C)c(S(=O)(=O)Nc2nc3ccc(S(N)(=O)=O)cc3s2)c1
Multiplicity: 1
LUMO level: 0.2 eV
Molar mass: 397.5 g/mol
Frontier orbital gap: 8.93 eV

CARTESIAN COORDINATES (ANGSTROEM)
C: 5.85 4.80 -0.19
C: -2.72 -3.25 1.03
O: -4.37 -3.44 3.08
H: 3.92 3.51 -4.21
H: 2.13 0.41 -1.30
C: 0.60 -0.23 -0.19
N: 0.47 -1.38 -0.75
C: 3.65 3.61 -0.39
O: -4.08 -5.43 1.63
O: 0.01 2.67 -0.81
H: 5.70 4.54 -2.88
H: 6.82 4.39 -0.47
C: -0.57 -2.09 -0.21
N: 1.56 0.67 -0.51
C: -0.96 -3.36 -0.60
C: -2.35 -1.99 1.45
C: 2.71 2.97 -2.53
H: -5.85 -4.20 0.30
H: 1.58 2.82 -4.33
C: -1.27 -1.40 0.82
C: 1.64 2.34 -3.36
C: 3.84 3.53 -3.13
H: -2.39 -4.93 -0.22
H: -6.00 -2.82 1.22
H: 5.69 4.65 0.87
C: 4.77 4.16 -0.99
H: -0.42 -3.87 -1.37
N: -5.36 -3.44 0.75
S: 1.28 2.34 -0.23
S: -4.15 -4.00 1.78
S: -0.55 0.17 1.08
C: -2.05 -3.94 0.03
C: 2.65 3.03 -1.15
O: 1.45 2.57 1.16
H: 0.68 2.40 -2.86
H: 1.87 1.28 -3.53
H: -2.89 -1.50 2.24
C: 4.84 4.11 -2.38
H: 3.53 3.61 0.69
H: 5.88 5.87 -0.38

No. 4
Formula: C5H32N2O11
Source: the OMol25 dataset
Level of theory: wB97M-V/def2-TZVPD

Computed properties:
Energy above the lowest of the compared OMol25 structures with the same formula, charge and spin: 2.709 eV
Energy: -1146.845878 Ha
Structure (SMILES): CC[C@@H](N)C(=O)NC.O.O.O.O.O.O.O.O.O.O
Multiplicity: 1
LUMO level: 0.2 eV
Molar mass: 296.3 g/mol
Frontier orbital gap: 9.40 eV

CARTESIAN COORDINATES (ANGSTROEM)
H: 2.49 -1.02 -2.17
H: -3.02 -0.56 -0.97
H: -0.25 -3.34 -1.88
H: 3.84 -3.13 1.10
H: -0.74 2.82 2.39
H: 0.41 -2.15 -0.69
H: -3.88 1.81 -1.72
N: -0.67 -1.33 -2.32
H: 4.89 -2.46 1.98
H: -2.19 3.74 -0.07
H: 2.18 3.10 -0.05
C: 0.35 0.33 -0.77
H: -1.39 -2.36 1.85
O: 3.29 -0.46 -2.10
N: -0.70 0.04 0.28
O: -3.83 -0.52 -1.50
H: 3.64 -0.43 -2.99
H: -0.23 2.35 -1.08
O: 4.09 -0.28 1.34
C: 1.43 2.41 0.33
O: -3.00 2.03 -1.35
H: 1.40 0.29 2.37
C: 0.70 1.82 -0.88
O: -2.14 3.27 0.79
H: 1.30 1.91 -1.79
O: -1.13 2.20 3.00
H: -2.53 1.26 -1.73
H: -2.07 2.30 2.96
H: -3.87 -1.47 -1.69
H: -0.21 -0.65 0.87
H: -3.62 -1.16 2.87
C: -0.40 -2.40 -1.35
O: 4.77 -2.97 1.16
H: 2.02 1.58 0.74
H: 0.87 2.79 1.17
H: -1.34 -2.58 -0.80
H: -0.04 -2.40 2.46
O: -0.69 -3.00 2.05
H: -2.71 2.53 0.54
H: 4.08 0.68 1.27
H: -0.98 -1.59 -3.24
H: -2.20 -0.69 2.32
O: -0.64 0.87 -2.93
O: 1.46 -0.53 1.87
O: -2.95 -1.28 2.20
H: 4.67 -0.62 0.64
C: -0.36 0.02 -2.13
H: 2.41 -0.72 1.72
H: 1.22 -0.30 -0.60
H: -0.86 0.91 0.78